{"formula": "C4H7BrOS", "method": "the ωB97M-V functional and the def2-TZVPD basis", "symbols": ["C", "C", "C", "C", "O", "S", "Br", "H", "H", "H", "H", "H", "H", "H"], "xyz": [[-0.7077, 1.1414, 0.4849], [-0.2513, -0.2204, 0.8468], [-0.8620, 1.0650, -1.0168], [-0.5808, -1.0520, -0.1442], [-1.0176, -0.3545, -1.2995], [-0.3774, -2.7841, -0.2267], [2.9809, 0.0795, -0.3036], [-1.6214, 1.5031, 1.0196], [0.0754, 1.8408, 0.6543], [3.9830, -0.7206, 0.1996], [0.2785, -0.6715, 1.7556], [-1.6527, 1.6297, -1.4566], [0.0910, 1.3276, -1.6146], [-0.3378, -2.7840, 1.1013]], "lowdin_charge": [-0.188, -0.191, -0.161, -0.728, -0.134, 0.832, 0.420, 0.128, 0.090, -0.316, 0.127, 0.107, 0.139, -0.125], "multiplicity": 1, "e_lumo_ev": 0.60, "mol_weight_g_mol": 183.07, "relative_energy_ev": 0.5050}

{"formula": "C4H7BrOS", "method": "the ωB97M-V functional and the def2-TZVPD basis", "symbols": ["C", "C", "C", "C", "O", "S", "Br", "H", "H", "H", "H", "H", "H", "H"], "xyz": [[0.6628, 1.0840, -0.6692], [1.8687, 0.9153, -0.7695], [-1.2790, 1.7883, 0.5956], [-0.7080, 0.6767, -0.3607], [-0.1838, -2.8817, 0.6454], [1.3559, -2.9017, 0.0390], [3.6787, 0.8309, -0.9551], [0.9389, -3.2586, -1.3039], [-2.3682, 1.8485, 0.5792], [-1.1180, 2.8220, 0.2124], [-0.7867, 1.6933, 1.5839], [-1.3226, 0.7173, -1.2971], [-0.5696, -0.2697, 0.0717], [-0.1691, -3.0644, 1.6284]], "lowdin_charge": [-0.162, -0.649, -0.109, -0.234, -0.607, 0.658, 0.712, -0.072, 0.057, 0.077, 0.081, 0.126, 0.064, 0.059], "multiplicity": 1, "e_lumo_ev": 0.28, "mol_weight_g_mol": 183.07, "relative_energy_ev": 2.8411}

{"formula": "C4H7BrOS", "method": "the ωB97M-V functional and the def2-TZVPD basis", "symbols": ["C", "C", "C", "C", "O", "S", "Br", "H", "H", "H", "H", "H", "H", "H"], "xyz": [[0.1675, -0.7250, 0.8824], [0.8300, -0.5365, -0.5046], [-1.3017, -0.1682, 0.8347], [1.1567, 0.8148, -0.8474], [-1.2304, 1.5909, -1.0467], [-1.6541, 1.6144, 0.3543], [1.7610, 0.9646, -2.6188], [0.2009, -1.8004, 1.0313], [0.6315, -0.3034, 1.7747], [1.7670, -1.0774, -0.3773], [0.0115, -0.9177, -1.1737], [-1.7913, -0.8876, 0.0997], [-1.9289, -0.3522, 1.8382], [1.3801, 1.7835, -0.2469]], "lowdin_charge": [-0.253, -0.376, -0.419, -0.653, -0.596, 0.872, 0.686, 0.103, 0.103, 0.112, 0.126, 0.091, 0.107, 0.098], "multiplicity": 1, "e_lumo_ev": [-1.01, 0.46], "mol_weight_g_mol": 183.07, "relative_energy_ev": 2.8394}

{"formula": "C4H7BrSi", "method": "the ωB97M-V functional and the def2-TZVPD basis", "symbols": ["C", "C", "C", "C", "Si", "Br", "H", "H", "H", "H", "H", "H", "H"], "xyz": [[1.3287, -2.8400, -1.0080], [0.4027, -3.3677, -0.4421], [-1.0164, 0.2563, -1.0944], [0.4788, 2.2666, 1.0579], [-0.9563, 1.1352, 0.4133], [-2.4671, 1.1363, 2.0039], [2.1518, -2.3585, -1.5339], [-0.3179, -3.7155, 0.3605], [-0.0899, -0.0948, -1.4496], [-1.8488, 0.1883, -1.7524], [0.1064, 3.2610, 1.2618], [0.9572, 1.6689, 1.8684], [1.2709, 2.4639, 0.3146]], "lowdin_charge": [-0.039, -0.036, -0.259, -0.264, 0.241, 0.332, 0.027, 0.055, -0.073, -0.049, 0.012, 0.027, 0.026], "multiplicity": 1, "e_lumo_ev": 0.41, "mol_weight_g_mol": 163.09, "relative_energy_ev": 2.8381}

{"formula": "C4H7Cl2P", "method": "the ωB97M-V functional and the def2-TZVPD basis", "symbols": ["C", "C", "C", "C", "P", "Cl", "Cl", "H", "H", "H", "H", "H", "H", "H"], "xyz": [[0.0677, 0.9002, -0.0850], [0.3435, -0.1125, -1.1354], [-0.8183, 0.2576, 0.9140], [-0.7112, -1.2400, 0.9298], [0.5948, -1.6204, -0.1330], [-2.4916, 0.6283, 0.4275], [2.5685, -2.1710, -0.0252], [1.0200, 1.2851, 0.3673], [-0.2880, 1.8794, -0.6245], [-0.4823, -0.3313, -1.9013], [1.2345, 0.1278, -1.6892], [-0.7633, 0.6819, 2.0616], [-0.8171, -1.6365, 1.9247], [0.1291, -2.7180, -0.8526]], "lowdin_charge": [-0.367, -0.360, -0.844, -0.364, 0.495, 0.583, 0.206, 0.127, 0.143, 0.125, 0.072, 0.144, 0.043, -0.003], "multiplicity": 1, "e_lumo_ev": 0.56, "mol_weight_g_mol": 156.98, "relative_energy_ev": 1.7599}

{"formula": "C4H7Cl3N3", "method": "the ωB97M-V functional and the def2-TZVPD basis", "symbols": ["C", "C", "C", "C", "N", "N", "N", "Cl", "Cl", "Cl", "H", "H", "H", "H", "H", "H", "H"], "xyz": [[-1.7531, 0.7921, 0.4001], [1.8736, 1.2610, 0.4474], [-1.4957, -1.5788, -0.5997], [2.5888, -0.0576, 0.1775], [-0.4519, 1.5033, -0.0581], [0.6293, 1.4633, 0.3220], [-1.9883, -0.2310, -0.5205], [2.3365, -0.6889, -1.5007], [4.3312, 0.2019, 0.4395], [1.9674, -1.3364, 1.4016], [-1.3864, 0.3598, 1.4803], [-2.3541, 1.6680, 0.5401], [2.3533, 2.2543, 0.7192], [-0.9135, -1.6607, -1.5825], [-0.6644, -1.8406, 0.1590], [-2.3412, -2.2153, -0.7036], [-2.7315, 0.1056, -1.1217]], "lowdin_charge": [-0.113, -0.162, -0.073, -1.464, 0.171, 0.040, -0.084, 0.602, 0.632, 0.551, 0.199, 0.121, 0.166, 0.102, 0.089, 0.077, 0.145], "s_squared": 2.022, "total_charge": 1, "multiplicity": 3, "e_lumo_ev": [-4.54, -7.89], "mol_weight_g_mol": 203.48}

{"formula": "C4H7ClFN", "method": "the ωB97M-V functional and the def2-TZVPD basis", "symbols": ["C", "C", "C", "C", "H", "H", "H", "H", "H", "H", "H", "N", "F", "Cl"], "xyz": [[0.9682, -0.0489, 0.0292], [-0.1204, -1.1344, -0.3080], [-1.1118, -0.0142, -0.7017], [0.0506, 0.9322, -0.6796], [0.9563, -0.6838, 2.0380], [0.2585, 0.9097, 1.7738], [2.0678, 0.0880, -0.4021], [0.0364, -1.9162, -1.1623], [-0.3381, -1.7408, 0.4948], [-1.7868, -0.2927, -1.4767], [0.2720, 1.3085, -1.8236], [1.1091, 0.2279, 1.4805], [-0.2361, 2.1066, 0.0307], [-2.1255, 0.2580, 0.7072]], "lowdin_charge": [-0.336, -0.162, -0.610, -0.351, 0.100, 0.106, 0.165, 0.144, 0.055, 0.087, 0.202, -0.009, -0.071, 0.681], "multiplicity": 1, "e_lumo_ev": 0.77, "mol_weight_g_mol": 123.56, "relative_energy_ev": 1.4600}

{"formula": "C4H7ClFN", "method": "the ωB97M-V functional and the def2-TZVPD basis", "symbols": ["C", "C", "C", "C", "H", "H", "H", "H", "H", "H", "H", "N", "F", "Cl"], "xyz": [[0.7940, 0.0217, -1.6774], [-0.0181, 0.2634, -0.3089], [0.4563, -0.7459, 0.7081], [-1.0325, 1.1471, -0.2804], [1.8074, 0.3686, -1.3446], [0.8982, -1.1046, -1.7700], [0.3888, 0.6744, -2.4028], [0.1515, -1.7197, 0.4996], [1.5224, -0.7686, 0.8629], [-0.7003, 0.4591, 2.2528], [-1.0554, -1.5763, 2.1842], [-0.2314, -0.5703, 2.0124], [-1.5895, 1.4438, 1.0004], [-1.3914, 2.1072, -1.7364]], "lowdin_charge": [-0.054, -0.267, -0.290, -0.566, 0.090, 0.098, -0.008, 0.082, 0.106, 0.121, 0.196, -0.104, -0.075, 0.672], "multiplicity": 1, "e_lumo_ev": 0.66, "mol_weight_g_mol": 123.56, "relative_energy_ev": 2.9826}